1.
Computed, not measured: 2 unconnected molecules or ions with the total composition C4H7ClS at a distorted geometry, with wB97M-V/def2-TZVPD.

Values from the calculation:
multiplicity = 1
charge = 0
SMILES string = S=CCl.C=CC
E_tot = -27616.9401 eV

Positions of all 13 atoms, in Å:
C (-1.4575, 0.1002, -1.3113)
C (-1.0179, 0.5048, 0.0433)
C (-0.5728, -0.2328, 1.0650)
C (2.3776, -0.1880, 0.5399)
S (2.9563, -1.6658, 0.1777)
Cl (2.5518, 1.3255, -0.2296)
H (-2.5988, 0.2340, -1.4789)
H (-1.2510, -0.9397, -1.2387)
H (-1.1784, 1.5574, 0.1591)
H (-0.4068, -1.3138, 0.9314)
H (-0.1869, 0.0482, 1.9901)
H (1.6233, 0.0007, 1.3742)
H (-0.8388, 0.5692, -2.0221)

Listed below, in e, are the Löwdin charges computed for each atom: atom 1 (C): -0.10, atom 2 (C): -0.26, atom 3 (C): -0.04, atom 4 (C): -1.21, atom 5 (S): 0.62, atom 6 (Cl): 0.59, atom 7 (H): 0.12, atom 8 (H): 0.05, atom 9 (H): 0.09, atom 10 (H): 0.07, atom 11 (H): 0.03, atom 12 (H): -0.02, atom 13 (H): 0.06

2.
Computed, not measured: 8 unconnected molecules or ions with the total composition C21H46Cl6N6O6 at a distorted geometry, with wB97M-V/def2-TZVPD.

Values from the calculation:
multiplicity = 1
charge = 0
SMILES string = ClC(Cl)(Cl)Cl.CN(C)C=O.CN(C)C=O.CN(C)C=O.CN(C)C=O.CN(C)C=O.CN(C)C=O.ClCCCl
E_tot = -118883.0061 eV

Positions of all 85 atoms, in Å:
Cl (0.8070, -4.1409, 5.4073)
C (-0.3820, -3.5787, 4.1708)
C (-1.2564, -4.6595, 3.5784)
Cl (-2.0923, -5.6500, 4.8054)
H (0.1698, -3.0438, 3.4049)
H (-0.9868, -2.8714, 4.7295)
H (-0.7154, -5.3947, 2.9820)
H (-2.0738, -4.3227, 2.9456)
C (1.0818, 5.1089, 3.1671)
O (0.0422, 5.7336, 3.1386)
N (1.9524, 5.0842, 2.1222)
C (2.9900, 4.0689, 2.0779)
C (1.7708, 5.9429, 0.9675)
H (1.4231, 4.5521, 4.0497)
H (2.6911, 3.2483, 1.4262)
H (3.1600, 3.7294, 3.0983)
H (3.9267, 4.4745, 1.6904)
H (1.0329, 6.7180, 1.1648)
H (2.7245, 6.4558, 0.8309)
H (1.3654, 5.3656, 0.1337)
C (-3.8240, -1.2568, 2.4197)
O (-3.1989, -1.9124, 3.2266)
N (-3.7598, 0.0747, 2.2170)
C (-4.5996, 0.7340, 1.2568)
C (-2.9084, 0.9164, 3.0615)
H (-4.5768, -1.6895, 1.7363)
H (-5.5110, 1.1593, 1.6879)
H (-4.8991, 0.1250, 0.4038)
H (-4.0671, 1.5780, 0.8098)
H (-3.5522, 1.6837, 3.4950)
H (-2.4700, 0.3338, 3.8633)
H (-2.1590, 1.3910, 2.4284)
C (-0.2197, -5.2951, -2.5872)
O (-0.3031, -6.2867, -3.2748)
N (-0.7140, -5.1922, -1.3330)
C (-0.4876, -4.0012, -0.5375)
C (-1.5335, -6.2174, -0.7025)
H (0.2496, -4.3356, -2.8602)
H (-1.3801, -3.6307, -0.0348)
H (-0.0097, -3.2041, -1.1057)
H (0.2290, -4.2473, 0.2529)
H (-1.5917, -7.1038, -1.3258)
H (-1.0604, -6.4922, 0.2422)
H (-2.5268, -5.7955, -0.5461)
C (2.2272, -1.3967, -0.8661)
O (2.0838, -0.8469, -1.9385)
N (3.2215, -1.1599, 0.0261)
C (3.3659, -1.9740, 1.2220)
C (4.1183, -0.0324, -0.1325)
H (1.5566, -2.1609, -0.4329)
H (3.3471, -1.3688, 2.1238)
H (4.3061, -2.5279, 1.1352)
H (2.6188, -2.7657, 1.2252)
H (5.1465, -0.3449, 0.0381)
H (3.9858, 0.4552, -1.0954)
H (3.8238, 0.7510, 0.5779)
C (-1.9459, 0.9971, -4.0542)
O (-2.8915, 1.5271, -3.5034)
N (-1.2690, 1.4797, -5.1177)
C (-0.1226, 0.7441, -5.6474)
C (-1.4265, 2.8840, -5.4982)
H (-1.5094, 0.0242, -3.7550)
H (-0.2037, -0.3304, -5.5173)
H (0.7992, 1.0667, -5.1529)
H (-0.0603, 1.0100, -6.7015)
H (-2.4891, 3.0863, -5.6205)
H (-1.0257, 3.5648, -4.7513)
H (-0.9535, 3.0022, -6.4703)
C (-0.2490, -0.8602, 0.8177)
O (0.5536, -1.4210, 1.5522)
N (-0.1203, 0.4542, 0.5255)
C (-1.0675, 1.0208, -0.4102)
C (0.9661, 1.2863, 0.9777)
H (-1.1632, -1.3052, 0.4088)
H (-0.6209, 0.9347, -1.4134)
H (-1.2682, 2.0695, -0.1905)
H (-2.0099, 0.4896, -0.5466)
H (0.6661, 2.0296, 1.7141)
H (1.6883, 0.6219, 1.4556)
H (1.4663, 1.7054, 0.1046)
C (2.3549, 3.8383, -2.7651)
Cl (0.6621, 3.3783, -2.4974)
Cl (2.4076, 5.5687, -3.1303)
Cl (3.2854, 3.4552, -1.2999)
Cl (2.9879, 2.8942, -4.0807)

Listed below, in e, are the Löwdin charges computed for each atom: atom 1 (Cl): 0.51, atom 2 (C): -0.64, atom 3 (C): -0.66, atom 4 (Cl): 0.53, atom 5 (H): 0.04, atom 6 (H): 0.06, atom 7 (H): 0.05, atom 8 (H): 0.05, atom 9 (C): -0.34, atom 10 (O): 0.01, atom 11 (N): -0.20, atom 12 (C): -0.08, atom 13 (C): -0.05, atom 14 (H): 0.13, atom 15 (H): 0.02, atom 16 (H): 0.09, atom 17 (H): 0.09, atom 18 (H): 0.09, atom 19 (H): 0.10, atom 20 (H): 0.06, atom 21 (C): -0.35, atom 22 (O): 0.01, atom 23 (N): -0.19, atom 24 (C): -0.08, atom 25 (C): -0.02, atom 26 (H): 0.14, atom 27 (H): 0.09, atom 28 (H): 0.09, atom 29 (H): 0.08, atom 30 (H): 0.09, atom 31 (H): 0.09, atom 32 (H): 0.07, atom 33 (C): -0.35, atom 34 (O): 0.02, atom 35 (N): -0.19, atom 36 (C): -0.07, atom 37 (C): -0.03, atom 38 (H): 0.13, atom 39 (H): 0.08, atom 40 (H): 0.06, atom 41 (H): 0.09, atom 42 (H): 0.09, atom 43 (H): 0.09, atom 44 (H): 0.09, atom 45 (C): -0.36, atom 46 (O): 0.01, atom 47 (N): -0.18, atom 48 (C): -0.06, atom 49 (C): -0.05, atom 50 (H): 0.09, atom 51 (H): 0.09, atom 52 (H): 0.09, atom 53 (H): 0.08, atom 54 (H): 0.09, atom 55 (H): 0.07, atom 56 (H): 0.07, atom 57 (C): -0.38, atom 58 (O): 0.01, atom 59 (N): -0.19, atom 60 (C): -0.05, atom 61 (C): -0.04, atom 62 (H): 0.13, atom 63 (H): 0.09, atom 64 (H): 0.06, atom 65 (H): 0.09, atom 66 (H): 0.09, atom 67 (H): 0.05, atom 68 (H): 0.08, atom 69 (C): -0.32, atom 70 (O): -0.02, atom 71 (N): -0.16, atom 72 (C): -0.07, atom 73 (C): -0.04, atom 74 (H): 0.13, atom 75 (H): 0.06, atom 76 (H): 0.09, atom 77 (H): 0.08, atom 78 (H): 0.09, atom 79 (H): 0.08, atom 80 (H): 0.05, atom 81 (C): -2.03, atom 82 (Cl): 0.56, atom 83 (Cl): 0.55, atom 84 (Cl): 0.57, atom 85 (Cl): 0.57

3.
Computed, not measured: a molecular structure, C13H15IrNO3Se4Si at a distorted geometry, with wB97M-V/def2-TZVPD.

Values from the calculation:
multiplicity = 5
charge = -1
E_tot = -293463.4090 eV

Positions of all 38 atoms, in Å:
Ir (0.9608, 1.5738, -0.4479)
Se (4.5153, 4.5562, -0.2579)
Se (2.7394, 5.1419, 0.7950)
Se (-1.0615, 4.9449, -0.8483)
Se (0.3401, 3.4433, -1.8039)
O (4.9437, 1.0873, -0.1853)
C (3.7469, 0.9862, -0.3667)
O (2.9449, 1.9039, -0.8165)
C (3.0941, -0.3802, -0.1175)
C (3.8918, -1.5204, 0.1120)
C (3.2840, -2.7346, 0.1660)
C (1.8899, -2.8323, -0.0611)
C (1.2109, -4.0743, -0.0948)
C (-0.1277, -4.1196, -0.3538)
C (-0.8444, -2.9263, -0.5935)
C (-0.2234, -1.7114, -0.5523)
C (1.1596, -1.6449, -0.2748)
N (1.7906, -0.4254, -0.2473)
H (4.9550, -1.3747, 0.2354)
H (3.8522, -3.6383, 0.3563)
H (1.7769, -4.9819, 0.0798)
H (-0.6432, -5.0711, -0.3839)
H (-1.9037, -2.9752, -0.8132)
H (-0.7463, -0.7826, -0.7220)
C (-2.9510, -0.2627, 1.3588)
Si (-2.4205, 1.2981, 0.4444)
C (-3.0723, 2.7294, 1.4505)
C (-3.2539, 1.2858, -1.2341)
O (-0.8085, 1.3270, 0.2884)
H (-4.0294, -0.4244, 1.2695)
H (-2.7093, -0.1841, 2.4223)
H (-2.4435, -1.1475, 0.9721)
H (-4.1440, 2.6165, 1.6415)
H (-2.8987, 3.6708, 0.9299)
H (-2.5561, 2.7811, 2.4131)
H (-4.3191, 1.5205, -1.1608)
H (-3.1594, 0.3116, -1.7239)
H (-2.7802, 2.0333, -1.8754)

Listed below, in e, are the Löwdin charges computed for each atom: atom 1 (Ir): 0.87, atom 2 (Se): 0.07, atom 3 (Se): 0.00, atom 4 (Se): -0.12, atom 5 (Se): -0.07, atom 6 (O): 0.04, atom 7 (C): -0.60, atom 8 (O): -0.33, atom 9 (C): -0.17, atom 10 (C): 0.01, atom 11 (C): 0.00, atom 12 (C): -0.15, atom 13 (C): -0.04, atom 14 (C): -0.08, atom 15 (C): -0.07, atom 16 (C): -0.01, atom 17 (C): -0.17, atom 18 (N): 0.02, atom 19 (H): 0.12, atom 20 (H): 0.11, atom 21 (H): 0.11, atom 22 (H): 0.10, atom 23 (H): 0.11, atom 24 (H): 0.08, atom 25 (C): -0.17, atom 26 (Si): 0.21, atom 27 (C): -0.19, atom 28 (C): -0.17, atom 29 (O): -0.60, atom 30 (H): 0.03, atom 31 (H): 0.03, atom 32 (H): -0.01, atom 33 (H): 0.02, atom 34 (H): -0.05, atom 35 (H): 0.03, atom 36 (H): 0.02, atom 37 (H): 0.02, atom 38 (H): 0.01

4.
Computed, not measured: 4 unconnected molecules or ions with the total composition C28H67BN5O8 at a distorted geometry, with wB97M-V/def2-TZVPD.

Values from the calculation:
multiplicity = 2
charge = 0
E_tot = -54623.8902 eV

Positions of all 109 atoms, in Å:
C (-5.6078, -4.5191, -0.0830)
B (-5.2518, -3.2497, 0.8069)
O (-4.0039, -3.2372, 1.4736)
C (-6.2032, -1.9742, 1.0586)
N (-6.0293, -1.6240, 2.4994)
C (-7.7401, -2.2221, 0.8361)
C (-8.2720, -2.1082, -0.6261)
C (-9.6342, -1.3666, -0.5811)
C (-8.6233, -3.5673, -1.1382)
N (-7.3012, -1.5668, -1.5890)
O (-7.8238, -1.3303, -2.7343)
C (-6.4455, -0.4673, -1.1200)
C (-5.2804, -0.3496, -2.1630)
C (-7.1383, 0.9295, -1.1117)
C (-5.7580, -0.7085, 0.2633)
H (-4.8801, -5.3345, 0.0082)
H (-6.6023, -4.9117, 0.1750)
H (-5.6555, -4.1757, -1.1336)
H (-3.2973, -3.1851, 0.8192)
H (-6.4568, -2.3403, 3.0749)
H (-6.4883, -0.7415, 2.6915)
H (-8.2733, -1.4707, 1.4448)
H (-7.9930, -3.1905, 1.2937)
H (-9.6002, -0.4298, -0.0099)
H (-10.0579, -1.2289, -1.5831)
H (-10.3291, -2.0346, -0.0456)
H (-8.8976, -4.2363, -0.3189)
H (-9.4886, -3.4676, -1.8098)
H (-7.7627, -3.9145, -1.7152)
H (-5.7064, 0.0130, -3.1077)
H (-4.7546, -1.3010, -2.2976)
H (-4.6203, 0.4541, -1.8052)
H (-8.2243, 0.9018, -0.9719)
H (-6.7187, 1.6226, -0.3739)
H (-6.9649, 1.3897, -2.0971)
H (-5.8674, 0.1709, 0.9103)
H (-4.6717, -0.8113, 0.0994)
C (-0.0667, -3.0262, 1.9562)
O (-0.4324, -3.8143, 0.8359)
C (-0.5085, -3.0697, -0.3737)
C (0.5996, -3.4888, -1.3255)
N (1.9066, -3.0449, -0.8488)
C (3.0308, -3.6192, -1.5867)
C (3.2364, -5.1332, -1.5065)
O (3.6052, -5.5972, -0.2193)
C (2.5241, -5.8661, 0.6568)
H (-0.1636, -3.6437, 2.8481)
H (0.9731, -2.6926, 1.8766)
H (-0.7263, -2.1608, 2.0600)
H (-0.4915, -1.9907, -0.1925)
H (-1.4718, -3.3133, -0.8357)
H (0.4115, -3.0520, -2.3107)
H (0.5553, -4.5807, -1.4197)
H (2.0042, -3.2948, 0.1265)
H (3.9358, -3.1423, -1.2017)
H (2.9447, -3.3284, -2.6384)
H (4.0784, -5.3773, -2.1600)
H (2.3793, -5.6965, -1.8915)
H (1.6353, -6.2140, 0.1250)
H (2.2796, -4.9878, 1.2599)
H (2.8403, -6.6529, 1.3433)
C (1.6682, 2.1288, 4.9616)
O (2.8339, 1.5974, 4.3580)
C (2.6938, 0.2434, 3.9404)
C (2.7228, 0.1427, 2.4248)
N (1.5142, 0.7108, 1.8324)
C (1.5871, 0.8648, 0.3792)
C (2.6299, 1.8358, -0.1766)
O (2.3853, 3.1961, 0.1434)
C (2.9017, 3.6195, 1.3937)
H (1.9190, 3.1117, 5.3583)
H (0.8589, 2.2450, 4.2336)
H (1.3297, 1.4970, 5.7878)
H (1.7891, -0.2147, 4.3505)
H (3.5527, -0.3027, 4.3403)
H (2.8031, -0.9100, 2.1365)
H (3.6215, 0.6648, 2.0739)
H (1.3445, 1.6199, 2.2413)
H (0.6027, 1.2097, 0.0507)
H (1.7430, -0.1211, -0.0728)
H (2.5739, 1.7754, -1.2674)
H (3.6540, 1.5525, 0.0916)
H (3.8210, 3.0927, 1.6635)
H (2.1552, 3.5071, 2.1841)
H (3.1300, 4.6840, 1.3159)
C (7.7114, 7.9005, -1.7101)
O (6.4526, 7.3066, -1.9711)
C (6.4041, 6.5880, -3.1999)
C (6.2589, 5.0974, -2.9450)
N (7.4825, 4.5370, -2.3793)
C (7.3379, 3.1672, -1.8910)
C (6.3859, 2.9277, -0.7177)
O (6.8120, 3.5121, 0.5022)
C (6.4325, 4.8654, 0.6824)
H (7.6054, 8.5269, -0.8252)
H (8.4763, 7.1438, -1.5093)
H (8.0300, 8.5308, -2.5453)
H (7.2755, 6.7994, -3.8258)
H (5.5173, 6.9357, -3.7370)
H (6.0375, 4.5921, -3.8895)
H (5.4020, 4.9598, -2.2738)
H (7.7853, 5.1198, -1.6105)
H (8.3330, 2.8358, -1.5833)
H (7.0370, 2.5273, -2.7265)
H (6.3658, 1.8489, -0.5359)
H (5.3536, 3.2175, -0.9466)
H (5.4784, 5.0958, 0.2018)
H (7.2098, 5.5432, 0.3205)
H (6.3249, 5.0416, 1.7541)

Atomic partial charges in e from the Löwdin method, atoms 1 to 99: atom 1 (C): 0.01, atom 2 (B): -0.40, atom 3 (O): 0.10, atom 4 (C): -0.38, atom 5 (N): 0.06, atom 6 (C): -0.07, atom 7 (C): -0.44, atom 8 (C): -0.04, atom 9 (C): -0.03, atom 10 (N): -0.14, atom 11 (O): 0.01, atom 12 (C): -0.44, atom 13 (C): -0.04, atom 14 (C): -0.01, atom 15 (C): -0.05, atom 16 (H): 0.07, atom 17 (H): 0.06, atom 18 (H): 0.07, atom 19 (H): 0.08, atom 20 (H): 0.08, atom 21 (H): 0.07, atom 22 (H): 0.11, atom 23 (H): 0.12, atom 24 (H): 0.07, atom 25 (H): 0.09, atom 26 (H): 0.09, atom 27 (H): 0.08, atom 28 (H): 0.08, atom 29 (H): 0.07, atom 30 (H): 0.08, atom 31 (H): 0.09, atom 32 (H): 0.09, atom 33 (H): 0.07, atom 34 (H): 0.08, atom 35 (H): 0.08, atom 36 (H): 0.11, atom 37 (H): 0.11, atom 38 (C): -0.10, atom 39 (O): -0.20, atom 40 (C): -0.22, atom 41 (C): -0.21, atom 42 (N): -0.05, atom 43 (C): -0.20, atom 44 (C): -0.23, atom 45 (O): -0.18, atom 46 (C): -0.10, atom 47 (H): 0.09, atom 48 (H): 0.07, atom 49 (H): 0.09, atom 50 (H): 0.12, atom 51 (H): 0.12, atom 52 (H): 0.12, atom 53 (H): 0.11, atom 54 (H): 0.07, atom 55 (H): 0.12, atom 56 (H): 0.12, atom 57 (H): 0.12, atom 58 (H): 0.11, atom 59 (H): 0.09, atom 60 (H): 0.07, atom 61 (H): 0.09, atom 62 (C): -0.12, atom 63 (O): -0.19, atom 64 (C): -0.21, atom 65 (C): -0.21, atom 66 (N): -0.05, atom 67 (C): -0.20, atom 68 (C): -0.23, atom 69 (O): -0.18, atom 70 (C): -0.10, atom 71 (H): 0.09, atom 72 (H): 0.08, atom 73 (H): 0.09, atom 74 (H): 0.12, atom 75 (H): 0.12, atom 76 (H): 0.11, atom 77 (H): 0.11, atom 78 (H): 0.07, atom 79 (H): 0.12, atom 80 (H): 0.10, atom 81 (H): 0.12, atom 82 (H): 0.10, atom 83 (H): 0.09, atom 84 (H): 0.07, atom 85 (H): 0.09, atom 86 (C): -0.12, atom 87 (O): -0.20, atom 88 (C): -0.21, atom 89 (C): -0.21, atom 90 (N): -0.05, atom 91 (C): -0.20, atom 92 (C): -0.23, atom 93 (O): -0.18, atom 94 (C): -0.10, atom 95 (H): 0.09, atom 96 (H): 0.08, atom 97 (H): 0.09, atom 98 (H): 0.12, atom 99 (H): 0.12

5.
Computed, not measured: 2 unconnected molecules or ions with the total composition C7H9N4 at a distorted geometry, with wB97M-V/def2-TZVPD.

Values from the calculation:
multiplicity = 1
charge = +1
E_tot = -13355.4602 eV

Positions of all 20 atoms, in Å:
C (2.8525, -0.7404, 0.3716)
C (2.7337, -0.0663, -0.9004)
C (1.5812, -0.9913, 0.8274)
C (1.3961, 0.1112, -1.2306)
C (-2.5118, -1.0558, 0.4254)
C (-2.5558, -0.5033, -0.9894)
C (-0.6288, -0.3029, -0.0637)
N (-1.3413, -0.9082, 0.9293)
N (-1.3996, 0.0088, -1.1944)
N (0.6795, -0.3325, -0.0635)
N (-0.9504, 1.8114, 0.7363)
H (3.7942, -0.6453, 0.8467)
H (3.5692, -0.0294, -1.5309)
H (1.4427, -1.4013, 1.7666)
H (0.9895, 0.6307, -1.9969)
H (-3.2502, -1.6348, 1.0422)
H (-3.4145, -0.3538, -1.6085)
H (-0.4356, 2.1499, 1.5558)
H (-1.8481, 1.7390, 0.9784)
H (-0.7025, 2.5143, 0.0985)

Listed below, in e, are the Löwdin charges computed for each atom: atom 1 (C): -0.01, atom 2 (C): -0.01, atom 3 (C): 0.01, atom 4 (C): 0.02, atom 5 (C): -0.01, atom 6 (C): 0.01, atom 7 (C): -0.37, atom 8 (N): 0.16, atom 9 (N): 0.15, atom 10 (N): 0.02, atom 11 (N): 0.16, atom 12 (H): 0.11, atom 13 (H): 0.10, atom 14 (H): 0.11, atom 15 (H): 0.09, atom 16 (H): 0.15, atom 17 (H): 0.13, atom 18 (H): 0.10, atom 19 (H): 0.01, atom 20 (H): 0.06

What is the formula in the fifth record? C7H9N4

E_tot of number 5 (C7H9N4)? -13355.4602 eV